90
Properties=species:S:1:pos:R:3:lowdin_charge:R:1 method="wB97M-V/def2-TZVPD" charge=+1 gap_ev="4.392 / 4.701" spin_multiplicity=1
Tl -0.0038 -0.2351 -0.8151 0.75
C 0.6919 -1.9794 1.8772 -0.19
C 1.7876 -2.0592 0.9720 -0.22
C 1.8757 0.0054 1.9835 -0.18
C 0.7915 -0.7278 2.5520 -0.13
C 2.5202 -0.8324 1.0361 -0.21
C -0.3885 -2.9838 2.0292 -0.01
H -0.6265 -3.4833 1.0747 0.08
H -1.3250 -2.5278 2.3896 0.07
H -0.1182 -3.7824 2.7449 0.12
C -0.0601 -0.2590 3.6712 0.01
H -0.9042 -0.9379 3.8585 0.08
H -0.4728 0.7418 3.4457 0.07
H 0.5146 -0.1737 4.6154 0.12
C 2.2576 1.4006 2.3022 0.00
H 3.1133 1.4482 3.0022 0.11
H 1.4142 1.9556 2.7397 0.08
H 2.5565 1.9596 1.3967 0.08
C 3.7318 -0.5118 0.2524 0.00
H 4.6438 -0.8906 0.7547 0.12
H 3.8642 0.5700 0.1174 0.08
H 3.7197 -0.9646 -0.7539 0.08
C 2.1231 -3.2196 0.1082 -0.01
H 2.5912 -4.0368 0.6999 0.12
H 2.8295 -2.9504 -0.6851 0.06
H 1.2317 -3.6473 -0.3813 0.08
C -0.9410 -1.6366 -3.4102 -0.19
C -0.5728 -2.7123 -2.6965 -0.19
C 0.1436 -3.8744 -3.3020 -0.17
C 1.6397 -3.7145 -3.7107 -0.17
C 2.3192 -2.3893 -3.4862 -0.12
C 1.9764 -1.2996 -4.1815 -0.11
C 0.9202 -1.3368 -5.2552 -0.17
C -0.5786 -1.4476 -4.8535 -0.17
H -0.4021 -4.2082 -4.2061 0.12
H 1.6941 -3.9823 -4.7846 0.12
H 0.0818 -4.7090 -2.5810 0.11
H -1.0014 -2.2839 -5.4427 0.12
H -1.6458 -0.9002 -2.9825 0.07
H -0.8699 -2.8338 -1.6448 0.06
H -1.0903 -0.5424 -5.2243 0.11
H 1.0323 -0.4156 -5.8521 0.11
H 2.5245 -0.3564 -4.0853 0.10
H 1.1270 -2.1717 -5.9512 0.12
H 2.2151 -4.4866 -3.1727 0.11
H 3.1762 -2.3981 -2.8016 0.09
P -2.7722 -0.3153 0.2608 0.75
C -3.3145 -0.1860 2.0035 -0.25
H -4.4065 -0.0712 2.0863 0.07
H -2.8361 0.6951 2.4402 -0.01
H -2.9836 -1.0634 2.5726 0.03
C -3.7683 0.9745 -0.5734 -0.25
H -4.8354 0.8898 -0.3156 0.07
H -3.6417 0.8795 -1.6601 0.04
H -3.4120 1.9629 -0.2595 0.03
C -3.5598 -1.8917 -0.2377 -0.27
H -3.4596 -2.0315 -1.3172 0.03
H -4.6205 -1.9226 0.0471 0.06
H -3.0339 -2.7183 0.2531 0.03
P 0.7590 2.3342 -1.5539 0.70
C 2.5429 2.2601 -1.9520 -0.27
H 2.7875 2.8459 -2.8537 0.06
H 2.8452 1.2167 -2.1118 0.01
H 3.1250 2.6387 -1.0921 0.05
C -0.0993 2.5419 -3.1586 -0.26
H 0.3332 1.8815 -3.9206 0.04
H -0.0568 3.5911 -3.5011 0.06
H -1.1550 2.2651 -3.0310 0.04
C 0.5490 3.9259 -0.7145 -0.26
H 1.0013 4.7709 -1.2570 0.07
H 0.9913 3.8509 0.2841 0.04
H -0.5159 4.1202 -0.5591 0.04
C -2.1903 4.1626 8.1058 -0.06
C -1.9605 3.8597 6.6558 -0.28
C -1.0626 4.6417 5.9225 -0.04
C -0.8862 4.4392 4.5591 -0.05
C -1.6786 3.4845 3.8966 -0.26
C -2.5055 2.6290 4.6367 -0.07
C -2.6362 2.8203 6.0086 -0.04
S -1.6727 3.3844 2.1069 0.43
O -3.0706 3.2262 1.7181 -0.34
O -1.0173 4.6224 1.7335 -0.34
O -0.8885 2.1747 1.7734 -0.43
H -1.2661 4.1237 8.6896 0.08
H -2.5982 5.1701 8.2335 0.09
H -2.8987 3.4614 8.5494 0.07
H -0.5005 5.4070 6.4517 0.12
H -0.1558 5.0266 4.0051 0.11
H -3.0558 1.8278 4.1445 0.10
H -3.2704 2.1626 6.6002 0.11

---

143
Properties=species:S:1:pos:R:3:lowdin_charge:R:1 method="wB97M-V/def2-TZVPD" e_above_lowest_ev=6.4479 charge=-1 gap_ev=6.212 spin_multiplicity=1
C -1.5442 1.2879 4.6484 -0.14
C -2.2870 0.2091 3.6741 -0.23
C -1.2170 -0.1917 2.5463 -0.32
N -1.3895 -1.5572 1.9724 -0.08
Al -2.9380 -1.7232 0.8686 0.27
O -3.0497 -3.5567 0.4028 -0.24
F -4.5508 -1.3697 1.7778 -0.30
C -2.8037 -0.7170 -0.9355 -0.32
F -2.9772 -1.5786 -2.0785 -0.05
F -3.9361 0.2151 -0.9680 -0.08
C -1.4429 0.1118 -0.9534 -0.09
C -1.5204 1.6779 -0.9358 0.04
C -0.1843 2.4739 -0.9069 -0.03
C 1.1614 1.6779 -0.9046 0.00
C 1.2000 0.1174 -0.9214 -0.07
C 2.5846 -0.6621 -0.8760 -0.36
F 3.4801 -0.1905 -1.8728 0.05
F 3.1768 -0.4186 0.4210 0.03
F 2.3681 -2.0694 -0.9262 0.06
C -0.1201 -0.6842 -0.9502 0.03
H -2.1605 1.5431 5.5748 0.03
H -1.2365 2.2193 4.0370 0.09
H -0.5501 0.7842 4.9590 0.07
H -2.7406 -0.6666 4.2444 0.11
H -3.1111 0.8160 3.1443 0.10
H -0.1760 -0.1866 3.0631 0.11
H -1.1882 0.6612 1.7818 0.09
H -0.5295 -1.9199 1.5315 0.00
H -2.1153 -3.8665 0.4901 -0.03
H -2.5152 2.2438 -0.9189 0.09
H -0.2267 3.6192 -0.8616 0.08
H 2.1764 2.2012 -0.8566 0.10
H -0.1914 -1.8338 -0.9655 0.12
C 1.8902 -4.8614 4.3155 -0.17
C 2.3015 -5.5281 3.0113 -0.17
O 1.0803 -5.7469 2.3055 -0.19
S 0.0359 -4.5573 2.6725 0.66
O 0.0957 -3.5712 1.6373 -0.25
O -1.1899 -5.1512 3.1115 -0.21
O 0.8239 -3.9778 3.9679 -0.19
H 1.5059 -5.5951 5.0302 0.13
H 2.7107 -4.3067 4.7722 0.14
H 2.8265 -6.4697 3.1729 0.13
H 2.9261 -4.8627 2.4076 0.13
C -0.1079 -1.6824 -4.4386 -0.17
C -1.3361 -2.3079 -5.0761 -0.17
O -1.3360 -1.8366 -6.4268 -0.20
S 0.1998 -1.6393 -6.9145 0.64
O 0.5913 -2.8043 -7.6527 -0.24
O 0.3424 -0.3098 -7.4305 -0.24
O 0.9014 -1.7073 -5.4530 -0.20
H -0.2928 -0.6390 -4.1675 0.13
H 0.2226 -2.2320 -3.5577 0.11
H -2.2579 -2.0226 -4.5688 0.13
H -1.2574 -3.3980 -5.0992 0.12
C -4.0696 1.7693 -5.3467 -0.16
C -3.1713 2.9807 -5.5418 -0.17
O -3.7866 4.0232 -4.7831 -0.20
S -4.5222 3.3721 -3.4901 0.66
O -3.6415 3.4971 -2.3644 -0.24
O -5.8812 3.8217 -3.4681 -0.22
O -4.4933 1.8293 -3.9847 -0.17
H -4.9575 1.8290 -5.9827 0.13
H -3.5465 0.8324 -5.5420 0.14
H -3.0819 3.2682 -6.5895 0.14
H -2.1744 2.8038 -5.1271 0.13
C -2.6078 6.1616 -1.6332 -0.17
C -2.8696 7.6044 -1.2275 -0.16
O -2.5471 7.6657 0.1606 -0.19
S -1.3447 6.6185 0.4703 0.66
O -0.1072 7.3448 0.4709 -0.24
O -1.7497 5.7746 1.5532 -0.22
O -1.4313 5.7717 -0.9124 -0.28
H -3.4276 5.5102 -1.3244 0.12
H -2.4479 6.0577 -2.7049 0.12
H -3.9048 7.9020 -1.3951 0.14
H -2.2033 8.2911 -1.7593 0.13
C -1.4683 -5.3452 6.7164 -0.16
C -1.7409 -3.9070 7.1267 -0.16
O -1.4208 -3.8538 8.5196 -0.19
S -0.2140 -4.8935 8.8258 0.64
O 1.0194 -4.1632 8.8351 -0.24
O -0.6165 -5.7502 9.9008 -0.24
O -0.2954 -5.7299 7.4381 -0.21
H -2.2863 -6.0044 7.0203 0.13
H -1.3042 -5.4428 5.6422 0.11
H -2.7771 -3.6152 6.9575 0.14
H -1.0782 -3.2139 6.6004 0.14
C 5.9869 -0.2150 -3.9763 -0.18
C 5.1312 -0.5629 -5.1844 -0.17
O 5.9296 -0.2113 -6.3161 -0.19
S 7.4942 -0.4398 -5.9521 0.65
O 7.8933 -1.7183 -6.4618 -0.23
O 8.2071 0.7679 -6.2415 -0.23
O 7.3220 -0.5678 -4.3439 -0.20
H 5.9626 0.8591 -3.7714 0.13
H 5.6806 -0.7610 -3.0837 0.12
H 4.1863 -0.0196 -5.1955 0.14
H 4.9325 -1.6375 -5.2314 0.14
C 6.3272 -1.6162 1.4362 -0.17
C 6.9282 -0.2527 1.1342 -0.17
O 7.1372 0.3506 2.4113 -0.19
S 7.4835 -0.8081 3.4942 0.65
O 8.9077 -0.8755 3.6412 -0.23
O 6.5944 -0.6679 4.6067 -0.22
O 7.0062 -2.0788 2.6052 -0.20
H 5.2623 -1.5349 1.6703 0.12
H 6.4646 -2.3188 0.6133 0.14
H 6.2723 0.3638 0.5194 0.13
H 7.9012 -0.3499 0.6432 0.13
C 1.5535 6.8490 -4.3509 -0.17
C 2.5266 6.5663 -3.2158 -0.17
O 1.7980 5.7520 -2.2979 -0.18
S 0.7491 4.8295 -3.1238 0.67
O 1.3412 3.5397 -3.3150 -0.22
O -0.5565 5.0181 -2.5627 -0.26
O 0.8223 5.6365 -4.5324 -0.19
H 0.8455 7.6365 -4.0767 0.13
H 2.0649 7.1269 -5.2733 0.13
H 2.8740 7.4778 -2.7292 0.14
H 3.3881 5.9912 -3.5679 0.13
C -1.1323 -7.4331 -3.6732 -0.17
C -1.6566 -7.3048 -2.2510 -0.17
O -0.7873 -6.3656 -1.6198 -0.18
S -0.2779 -5.2906 -2.7221 0.65
O -1.1034 -4.1203 -2.6242 -0.22
O 1.1525 -5.2404 -2.6780 -0.22
O -0.7263 -6.1162 -4.0460 -0.19
H -0.2545 -8.0845 -3.7132 0.13
H -1.8920 -7.8064 -4.3610 0.13
H -1.6489 -8.2552 -1.7174 0.14
H -2.6686 -6.8895 -2.2388 0.14
C -4.1005 5.0229 7.1094 -0.18
C -5.5359 4.6248 7.4200 -0.18
O -5.7868 3.4798 6.6075 -0.19
S -4.4064 2.6406 6.4330 0.64
O -4.4062 1.5743 7.3904 -0.22
O -4.1805 2.4330 5.0380 -0.22
O -3.3917 3.7937 6.9592 -0.19
H -4.0381 5.5701 6.1644 0.13
H -3.6575 5.6229 7.9053 0.13
H -6.2465 5.4201 7.1939 0.13
H -5.6449 4.3269 8.4672 0.13

---

For reference, max |F| by record: 1.5; 4.5 eV/Å.
For reference, electronic energy by record: -73231.05353; -249689.32850 eV.